Here is the molecule C2H3N5O at a distorted geometry from the Open Molecules 2025 dataset. Energies are from ωB97M-V with the def2-TZVPD basis set.

Structure (ORCA input):
```
! RIJCOSX wB97M-V def2-TZVPD def2/J DEFGRID3
* xyz 0 1
N 1.04462 -0.17646 -0.02005
C -1.48350 -0.15556 -0.25743
H 2.69209 -0.37985 1.23220
N -0.84284 1.09286 -0.71548
O 2.55001 0.00143 0.22593
N -0.66572 -1.41021 -0.50808
C 0.44803 1.07145 -0.32748
N -2.55444 0.08503 0.56820
N 0.57878 -1.28565 -0.53847
H -3.03793 -0.77579 0.83054
H 1.27091 1.93274 -0.48988
*
```

Calculated values
SMILES: [H]/N=c1/ncn(O)nn1
relative energy (zero: lowest compared OMol25 entry of this formula, charge and spin): 619.0 kJ/mol